{
  "formula": "C6H13NO",
  "method": "ωB97M-V/def2-TZVPD",
  "energy_ha": -366.361980,
  "relative_energy_ev": 1.957,
  "homo_lumo_gap_ev": 9.85,
  "mol_weight_g_mol": 115.176,
  "smiles": "C=CCC[C@H](N)CO",
  "homo_energy_ev": -8.87,
  "e_lumo_ev": 1.0,
  "elements": ["C", "O", "C", "C", "C", "C", "C", "N", "H", "H", "H", "H", "H", "H", "H", "H", "H", "H", "H", "H", "H"],
  "positions_angstrom": [[-1.27015, -1.35298, -0.19166], [-1.56599, -2.65508, 0.24348], [0.23215, -1.22735, -0.58622], [0.75286, 0.22148, -0.67858], [0.88007, 0.88799, 0.68198], [0.09012, 3.17359, 1.33418], [-0.16597, 1.90953, 1.04152], [0.51098, -1.92874, -1.80104], [-1.59276, -0.60298, 0.54815], [-1.84709, -1.08196, -1.08038], [-0.94258, -2.86988, 0.96032], [0.77867, -1.69265, 0.25470], [0.03715, 0.76483, -1.31030], [1.66867, 0.16485, -1.25952], [1.83073, 1.41004, 0.82672], [0.81328, 0.11784, 1.46103], [-0.75492, 3.80746, 1.58666], [1.06258, 3.62233, 1.48274], [-1.18481, 1.53948, 0.97824], [0.45046, -1.33458, -2.59289], [0.21658, -2.87321, -1.89913]],
  "forces_ev_per_a": [[0.7, 1.3, -0.2], [0.1, -0.4, 0.2], [-0.6, -0.1, 1.0], [-1.1, -0.6, -0.5], [0.2, 0.5, 0.9], [-0.9, 0.2, 0.7], [0.4, -0.4, -0.9], [1.1, 0.4, 0.4], [0.3, -0.2, 0.2], [-0.1, -0.6, -0.1], [-0.4, 0.1, -0.4], [0.1, -0.1, -0.2], [0.1, 0.2, 0.0], [0.3, 0.2, 0.3], [0.1, -0.4, -0.2], [0.3, -0.1, -0.1], [0.1, 0.1, -0.1], [0.2, -0.3, -0.3], [-0.1, 0.3, 0.1], [-0.3, 0.0, -0.8], [-0.5, -0.3, -0.1]]
}

---

{
  "formula": "C5H8O",
  "method": "ωB97M-V/def2-TZVPD",
  "energy_ha": -270.340232,
  "relative_energy_ev": 5.923,
  "homo_lumo_gap_ev": 9.18,
  "mol_weight_g_mol": 84.118,
  "homo_energy_ev": -8.41,
  "e_lumo_ev": 0.8,
  "elements": ["C", "C", "C", "C", "O", "C", "H", "H", "H", "H", "H", "H", "H", "H"],
  "positions_angstrom": [[1.43071, -0.42504, 0.45510], [0.62769, 0.56063, -0.36004], [-0.73667, 0.27444, -1.01942], [-1.78440, -0.26292, -0.10383], [-1.32872, 0.40932, 0.99410], [-0.55705, 1.25834, 0.13347], [0.79214, -0.99238, 1.13923], [2.17294, 0.11864, 1.05340], [1.96205, -1.12895, -0.19614], [1.21738, 1.18774, -1.02905], [-0.89975, 0.43391, -2.07762], [-0.77115, -2.24200, 0.18710], [-1.48835, -1.98776, 0.15594], [-0.79779, 2.31133, 0.16857]],
  "forces_ev_per_a": [[-0.1, 0.0, 0.0], [0.1, 0.1, 0.1], [-0.2, -0.1, -0.3], [0.0, 0.3, -0.1], [-0.1, 0.0, 0.0], [0.2, 0.4, 0.1], [0.1, 0.1, -0.1], [-0.1, -0.1, -0.1], [-0.1, 0.1, 0.1], [-0.1, -0.1, 0.1], [0.0, 0.0, 0.2], [0.0, -0.3, 0.0], [0.2, -0.4, 0.1], [0.1, -0.1, -0.1]]
}

---

{
  "formula": "C23H49Br2INbO4",
  "method": "ωB97M-V/def2-TZVPD",
  "energy_ha": -6709.248576,
  "homo_lumo_gap_ev": 6.46,
  "mol_weight_g_mol": 769.259,
  "homo_energy_ev": -4.62,
  "charge": -1,
  "e_lumo_ev": 1.8,
  "elements": ["C", "C", "C", "C", "C", "C", "Nb", "I", "C", "Br", "C", "C", "Br", "C", "C", "H", "H", "H", "H", "H", "H", "H", "H", "H", "H", "H", "H", "H", "H", "H", "H", "H", "C", "C", "C", "O", "H", "H", "H", "H", "H", "H", "H", "H", "C", "C", "C", "O", "H", "H", "H", "H", "H", "H", "H", "H", "C", "C", "C", "O", "H", "H", "H", "H", "H", "H", "H", "H", "C", "C", "C", "O", "H", "H", "H", "H", "H", "H", "H", "H"],
  "positions_angstrom": [[-3.08984, -2.11567, 5.27769], [-3.45534, -1.35314, 3.96556], [-3.39941, -2.09498, 2.70717], [-3.70422, -1.36014, 1.49289], [-4.05357, 0.05753, 1.50077], [-4.34051, 0.86210, 0.17973], [-2.38980, 0.87715, -1.02478], [-2.65650, 3.66535, -1.45173], [-0.51702, 0.78210, -2.33335], [0.37612, -0.98901, -2.13897], [0.56524, 1.94280, -2.07043], [0.77792, 2.32529, -0.56738], [2.34487, 1.21807, -2.68770], [-4.14027, 0.74996, 2.78552], [-3.83880, 0.04058, 4.01987], [-2.06355, -1.76462, 5.57901], [-2.99289, -3.21086, 5.08796], [-3.81154, -1.84373, 6.08448], [-3.11401, -3.16279, 2.62559], [-3.64795, -1.88318, 0.50798], [-5.21420, 0.44293, -0.37665], [-4.53068, 1.92283, 0.49411], [-3.40089, 0.46579, -2.50978], [-2.22167, -0.92053, -0.79932], [-1.46524, 1.07831, 0.52795], [-0.86536, 0.85062, -3.39910], [0.35299, 2.81758, -2.72768], [0.77750, 1.45295, 0.13051], [0.09283, 3.14712, -0.22463], [1.81375, 2.76940, -0.49199], [-4.43524, 1.82168, 2.84392], [-3.89607, 0.56660, 4.99577], [-1.08808, 1.44212, -7.75204], [-2.00870, 1.37634, -6.54253], [-3.00621, 2.52430, -6.54237], [-1.23141, 1.42324, -5.35035], [-0.50723, 2.36965, -7.74856], [-0.37104, 0.61855, -7.73288], [-1.65581, 1.39000, -8.68425], [-2.54440, 0.42472, -6.54036], [-2.48979, 3.48822, -6.49800], [-3.65205, 2.46952, -5.66369], [-3.63163, 2.50467, -7.43838], [-0.75164, 2.26119, -5.33867], [-1.71424, 1.07843, 7.73493], [-1.41546, -0.27575, 8.35929], [-0.57496, -0.13110, 9.61911], [-0.72441, -1.09135, 7.41662], [-0.78912, 1.58548, 7.44461], [-2.30844, 0.95867, 6.82686], [-2.26107, 1.72155, 8.42848], [-2.35201, -0.78419, 8.59930], [0.38843, 0.33550, 9.39216], [-0.35930, -1.11103, 10.05055], [-1.08788, 0.47561, 10.36893], [0.10642, -0.65302, 7.19502], [3.65854, -1.42054, -5.25514], [4.49156, -2.48738, -4.56500], [3.89469, -3.87190, -4.76829], [4.56723, -2.20125, -3.16982], [2.64441, -1.39439, -4.84514], [4.09172, -0.43168, -5.09151], [3.59539, -1.60116, -6.33135], [5.51256, -2.46726, -4.95435], [2.88798, -3.92673, -4.34373], [4.49641, -4.62759, -4.25788], [3.83994, -4.12683, -5.82935], [3.66800, -2.21544, -2.81494], [3.79118, -0.58785, 0.12142], [4.94217, 0.30497, 0.55211], [6.16157, -0.51562, 0.94505], [4.53425, 1.11035, 1.65916], [3.48221, -1.24765, 0.93949], [2.92037, 0.01213, -0.14773], [4.06984, -1.20322, -0.73649], [5.20364, 0.98457, -0.26186], [5.93253, -1.17181, 1.79076], [6.97810, 0.13787, 1.26215], [6.50894, -1.12984, 0.11128], [4.30017, 0.51889, 2.38435]],
  "forces_ev_per_a": [[0.7, 1.0, -0.8], [-0.2, -0.6, -0.5], [-0.8, 3.1, -0.4], [-0.1, 0.5, 1.2], [-0.2, -0.2, 0.9], [0.2, -0.7, 1.2], [-0.4, 1.6, 0.0], [0.0, -0.3, -0.2], [0.7, 1.2, -0.6], [-1.0, -0.3, 0.1], [-0.7, -1.4, 0.6], [1.3, 0.9, -0.2], [0.3, 1.4, -0.5], [0.6, -2.0, 0.2], [0.1, -0.9, -2.2], [-1.1, -0.4, 0.0], [-0.4, 0.8, 0.3], [0.6, -0.5, -0.5], [-0.2, 0.9, 0.4], [-0.1, 0.6, 1.0], [0.6, 0.4, 0.5], [-0.1, -0.9, -0.4], [0.0, -0.9, 0.1], [-0.2, 0.8, -0.2], [0.1, -0.9, 0.5], [0.6, -0.3, 1.0], [0.2, -0.7, 0.6], [-0.3, 0.6, -0.8], [0.3, -1.1, -0.4], [-1.0, -0.4, 0.0], [0.3, -1.0, -0.2], [0.0, -0.5, -0.8], [0.1, -0.2, -0.1], [0.2, 0.6, -0.1], [-0.3, 0.0, 0.1], [-0.1, -0.2, -0.1], [-0.1, 0.1, 0.0], [-0.1, 0.0, 0.0], [0.0, 0.0, 0.0], [0.1, 0.0, 0.2], [0.1, -0.1, -0.1], [0.0, -0.1, 0.0], [0.0, 0.0, 0.0], [-0.1, -0.1, 0.0], [-0.3, 0.0, -0.1], [0.5, 0.5, -0.1], [0.0, -0.2, 0.2], [-0.1, -0.3, 0.1], [0.0, 0.0, 0.1], [0.0, 0.0, 0.1], [0.0, 0.0, 0.0], [0.1, -0.1, -0.1], [-0.1, 0.1, -0.1], [-0.1, 0.0, 0.0], [0.1, 0.0, 0.0], [-0.1, 0.0, 0.0], [0.1, 0.2, -0.1], [-0.7, 0.0, 0.1], [0.2, -0.2, 0.0], [0.3, -0.1, 0.1], [0.0, -0.1, 0.0], [0.0, -0.1, 0.0], [0.0, 0.0, 0.0], [0.0, 0.0, 0.2], [0.0, 0.1, -0.1], [0.0, 0.0, -0.1], [0.0, 0.0, 0.0], [0.0, 0.1, -0.1], [-0.2, 0.1, -0.1], [-0.2, -0.6, 0.3], [0.3, 0.1, 0.0], [0.1, 0.4, 0.0], [0.2, 0.0, 0.0], [0.1, -0.1, 0.0], [0.0, 0.0, 0.0], [-0.1, 0.1, 0.1], [-0.1, 0.0, -0.1], [0.0, 0.0, -0.1], [0.0, 0.0, 0.0], [0.0, 0.0, -0.1]]
}

---

{
  "formula": "C21H40F3N3O8",
  "method": "ωB97M-V/def2-TZVPD",
  "energy_ha": -1889.861520,
  "homo_lumo_gap_ev": 8.12,
  "mol_weight_g_mol": 519.558,
  "smiles": "NCC1=C(CCOCC(F)(F)F)C(=O)OC1=O.COCCNCCOC.COCCNCCOC",
  "homo_energy_ev": -8.76,
  "e_lumo_ev": -0.6,
  "elements": ["N", "C", "C", "C", "C", "C", "O", "C", "C", "F", "F", "F", "C", "O", "O", "C", "O", "H", "H", "H", "H", "H", "H", "H", "H", "H", "H", "C", "O", "C", "C", "N", "C", "C", "O", "C", "H", "H", "H", "H", "H", "H", "H", "H", "H", "H", "H", "H", "H", "H", "H", "C", "O", "C", "C", "N", "C", "C", "O", "C", "H", "H", "H", "H", "H", "H", "H", "H", "H", "H", "H", "H", "H", "H", "H"],
  "positions_angstrom": [[-2.86675, 2.84346, 6.48608], [-2.18544, 1.88115, 7.36924], [-1.20291, 1.04260, 6.61489], [-0.33882, 1.37031, 5.64378], [-0.14527, 2.71061, 4.99930], [1.18434, 2.95461, 4.27947], [1.94278, 3.87205, 5.08313], [3.32573, 3.76404, 4.91140], [3.97516, 2.84379, 5.95594], [3.11542, 2.45677, 6.91678], [5.01868, 3.45896, 6.56817], [4.47140, 1.71596, 5.39143], [0.40736, 0.10927, 5.30888], [1.39407, -0.06647, 4.66521], [-0.20220, -0.94158, 5.97124], [-1.06592, -0.40009, 6.90390], [-1.53775, -1.03976, 7.78860], [-3.65827, 2.39532, 6.04022], [-3.25036, 3.58468, 7.05938], [-1.63222, 2.45127, 8.11859], [-2.87884, 1.22471, 7.89519], [-0.97169, 2.85985, 4.30330], [-0.25250, 3.49113, 5.74927], [1.75262, 2.04908, 4.11859], [0.99898, 3.43058, 3.31502], [3.77218, 4.75255, 5.00618], [3.58528, 3.37070, 3.92680], [0.59333, -0.39009, -2.54175], [1.37038, -1.21546, -1.69429], [2.73229, -1.34539, -2.07927], [3.65112, -0.66338, -1.08984], [3.49953, 0.78447, -1.13921], [4.19624, 1.51052, -0.08306], [3.78481, 1.25466, 1.36193], [2.48657, 1.71741, 1.68958], [1.42913, 0.82437, 1.39409], [-0.44771, -0.51706, -2.25385], [0.85194, 0.66988, -2.43619], [0.69822, -0.68262, -3.58899], [2.88665, -0.94888, -3.08725], [2.96841, -2.41328, -2.09564], [4.68623, -0.91777, -1.33700], [3.43357, -1.08087, -0.09731], [2.51503, 1.01329, -1.10078], [4.06661, 2.57742, -0.28060], [5.26688, 1.29958, -0.17341], [4.47191, 1.81982, 1.99836], [3.88914, 0.20190, 1.64791], [1.73872, -0.21766, 1.49794], [1.02602, 0.98630, 0.39033], [0.62748, 1.01729, 2.10908], [-1.36077, -2.99935, -3.69778], [-1.47679, -1.96666, -4.65706], [-0.95985, -2.28852, -5.94187], [-2.06519, -2.40417, -6.96801], [-2.89588, -3.57415, -6.72226], [-4.09989, -3.65578, -7.54320], [-5.15116, -2.56150, -7.39774], [-5.81927, -2.55695, -6.15149], [-5.17354, -1.84769, -5.11238], [-1.62041, -2.57803, -2.72862], [-2.04030, -3.83307, -3.90508], [-0.33762, -3.38302, -3.64520], [-0.37232, -3.21031, -5.90029], [-0.29176, -1.47449, -6.23938], [-1.61377, -2.49544, -7.96061], [-2.63449, -1.46461, -6.94630], [-3.16249, -3.59034, -5.74669], [-4.58322, -4.60923, -7.31833], [-3.79299, -3.69622, -8.59359], [-5.92354, -2.75341, -8.14671], [-4.74545, -1.56481, -7.61104], [-4.61838, -0.98694, -5.49510], [-4.49312, -2.48579, -4.54082], [-5.94539, -1.48951, -4.43121]],
  "forces_ev_per_a": [[0.0, -0.1, 0.3], [0.0, 0.3, -0.3], [0.0, 0.2, -0.2], [-0.2, 0.0, 0.3], [0.3, -0.2, -0.2], [-0.2, 0.4, 0.3], [0.1, -0.1, 0.0], [-0.1, 0.0, -0.1], [0.2, -0.3, 0.3], [0.3, 0.1, -0.3], [-0.3, -0.2, -0.2], [-0.1, 0.3, 0.2], [0.1, 0.0, 0.0], [-0.3, 0.0, -0.2], [0.3, -0.1, 0.3], [0.2, -0.1, 0.0], [-0.2, -0.1, -0.1], [0.0, 0.0, -0.1], [0.0, 0.1, -0.1], [0.0, 0.0, 0.1], [0.1, -0.1, 0.1], [-0.1, 0.0, 0.0], [-0.1, 0.0, 0.1], [0.0, -0.2, -0.1], [0.1, -0.1, -0.1], [0.0, 0.0, 0.1], [0.0, 0.0, -0.1], [0.0, 0.0, 0.1], [0.0, 0.1, 0.0], [0.1, -0.1, 0.0], [-0.1, 0.1, 0.0], [-0.1, -0.1, 0.1], [0.0, 0.0, -0.1], [0.1, 0.0, 0.1], [0.0, 0.0, -0.1], [-0.1, 0.1, 0.1], [0.0, 0.0, 0.0], [0.1, 0.0, -0.1], [0.0, 0.0, 0.0], [0.0, 0.1, 0.0], [0.0, 0.0, 0.0], [0.0, 0.0, 0.0], [0.0, -0.1, 0.0], [0.0, 0.0, 0.0], [0.0, 0.0, 0.0], [0.0, 0.0, 0.0], [0.0, 0.0, 0.0], [0.0, 0.0, -0.1], [0.0, 0.0, 0.0], [0.0, -0.1, 0.0], [0.0, 0.0, 0.0], [0.0, 0.0, 0.0], [-0.1, -0.1, 0.0], [0.1, 0.1, -0.1], [-0.1, -0.1, 0.1], [0.0, 0.1, 0.0], [0.1, -0.1, 0.0], [-0.1, 0.0, -0.1], [0.0, 0.0, 0.1], [-0.1, -0.1, 0.0], [0.0, 0.0, 0.0], [0.1, 0.0, 0.0], [0.0, 0.0, 0.0], [0.0, 0.0, 0.0], [0.0, 0.0, 0.0], [0.0, 0.0, 0.0], [0.1, 0.0, 0.0], [0.0, 0.0, 0.0], [0.0, 0.0, 0.0], [0.0, 0.0, 0.0], [0.0, 0.0, 0.0], [0.1, 0.0, 0.1], [0.0, 0.0, 0.0], [0.1, 0.1, 0.0], [0.0, 0.0, 0.0]]
}